# 1
ORCA calculation (ωB97M-V/def2-TZVPD) on a molecular structure, C3H11N3.

Summary:
HOMO energy (alpha / beta): -5.805 / -5.324 eV
Energy above the lowest of the compared OMol25 structures with the same formula, charge and spin: 593.3 kJ/mol
Max |F|: 0.0163 hartree/bohr
Kohn-Sham gap (alpha / beta): 6.39 / 5.92 eV

Each line ends with the natural charge from an NBO analysis.
Element x y z (Å)
C: -0.167 -1.169 -0.765  -0.068
C: 1.198 0.258 1.246  -0.364
C: -1.426 0.609 0.425  -0.433
N: 0.423 -0.312 -1.757  -0.485
N: 1.505 0.435 -1.187  -0.778
N: -0.461 -0.481 0.521  -0.454
H: -0.296 0.255 -2.200  0.323
H: 1.266 1.420 -1.342  0.282
H: -0.700 -1.145 1.246  0.389
H: -1.099 -1.585 -1.159  0.184
H: 0.523 -1.978 -0.517  0.188
H: 1.390 1.302 1.062  0.214
H: 2.028 -0.375 0.979  0.229
H: 0.794 0.078 2.243  0.143
H: -1.678 0.967 1.423  0.211
H: -2.340 0.297 -0.091  0.199
H: -0.959 1.425 -0.127  0.219

# 2
ORCA calculation (ωB97M-V/def2-TZVPD) on a single C3H11N3 molecule.

Summary:
HOMO energy: -8.939 eV
Energy above the lowest of the compared OMol25 structures with the same formula, charge and spin: 86.9 kJ/mol
Max |F|: 0.0386 hartree/bohr
Kohn-Sham gap: 9.99 eV

Each line ends with the natural charge from an NBO analysis.
Element x y z (Å)
C: -0.380 -0.269 1.016  -0.233
N: 0.400 0.043 -0.195  -0.638
C: 1.355 1.049 0.098  -0.039
N: 2.125 1.396 -1.108  -0.821
C: -1.517 -1.263 0.794  -0.223
N: -2.166 -1.024 -0.499  -0.852
H: -0.821 0.668 1.370  0.189
H: 0.267 -0.664 1.804  0.171
H: 0.772 -0.840 -0.520  0.364
H: 2.103 0.740 0.839  0.139
H: 0.818 1.896 0.534  0.159
H: 1.603 2.117 -1.598  0.353
H: 2.974 1.843 -0.777  0.352
H: -1.149 -2.297 0.834  0.163
H: -2.288 -1.181 1.558  0.190
H: -2.331 -1.879 -1.008  0.353
H: -1.545 -0.466 -1.074  0.373

# 3
ORCA calculation (ωB97M-V/def2-TZVPD) on 2 unconnected molecules or ions with the total composition C3H11N3.

Summary:
HOMO energy: -8.506 eV
Energy above the lowest of the compared OMol25 structures with the same formula, charge and spin: 135.7 kJ/mol
Max |F|: 0.0424 hartree/bohr
Kohn-Sham gap: 9.25 eV

Each line ends with the natural charge from an NBO analysis.
Element x y z (Å)
C: 2.060 0.471 0.655  -0.422
N: 0.790 0.615 -0.111  -0.635
C: 0.384 2.026 -0.182  -0.414
H: 2.083 1.202 1.456  0.197
H: 2.936 0.618 0.027  0.188
H: 2.097 -0.496 1.158  0.199
H: 1.066 0.341 -1.045  0.361
H: 1.217 2.723 -0.068  0.179
H: -0.119 2.228 -1.124  0.206
H: -0.330 2.196 0.626  0.197
N: -0.684 -1.648 -0.131  -0.861
C: -2.025 -1.591 -0.249  0.286
N: -2.820 -2.460 -0.749  -0.734
H: -0.053 -0.846 0.084  0.426
H: -0.364 -2.575 0.117  0.380
H: -2.472 -0.625 0.049  0.115
H: -3.765 -2.180 -0.514  0.332

# 4
ORCA calculation (ωB97M-V/def2-TZVPD) on 2 unconnected molecules or ions with the total composition C3H11N3.

Summary:
HOMO energy: -8.779 eV
Energy above the lowest of the compared OMol25 structures with the same formula, charge and spin: 99.0 kJ/mol
Max |F|: 0.0475 hartree/bohr
Kohn-Sham gap: 9.64 eV

Each line ends with the natural charge from an NBO analysis.
Element x y z (Å)
C: 3.943 -0.759 0.098  -0.611
C: 3.158 -2.045 0.266  -0.206
N: 1.777 -1.940 -0.153  -0.855
H: 4.948 -0.921 0.488  0.211
H: 3.476 0.077 0.610  0.203
H: 4.046 -0.557 -0.946  0.207
H: 3.216 -2.276 1.352  0.140
H: 3.630 -2.951 -0.101  0.187
H: 1.219 -2.758 0.016  0.364
H: 1.333 -1.083 0.136  0.360
N: -2.945 1.285 -1.160  -0.820
C: -3.129 1.413 0.214  0.276
N: -3.471 2.536 0.693  -0.696
H: -3.329 0.456 -1.596  0.374
H: -3.390 2.050 -1.658  0.379
H: -3.044 0.450 0.722  0.146
H: -3.705 2.442 1.678  0.341

# 5
ORCA calculation (ωB97M-V/def2-TZVPD) on 2 unconnected molecules or ions with the total composition C3H11N3.

Summary:
HOMO energy: -9.149 eV
Energy above the lowest of the compared OMol25 structures with the same formula, charge and spin: 145.7 kJ/mol
Max |F|: 0.0255 hartree/bohr
Kohn-Sham gap: 10.21 eV

Each line ends with the natural charge from an NBO analysis.
Element x y z (Å)
C: 3.013 -0.500 0.894  -0.456
C: 2.158 -0.644 -0.104  -0.005
N: 1.416 0.417 -0.741  -0.872
H: 3.250 0.479 1.281  0.189
H: 3.444 -1.365 1.376  0.203
H: 1.876 -1.639 -0.436  0.177
H: 2.041 1.222 -0.773  0.353
H: 0.689 0.716 -0.083  0.393
N: -1.242 0.580 0.660  -0.877
C: -2.040 -0.345 -0.171  -0.053
N: -2.669 0.243 -1.308  -0.834
H: -1.794 1.145 1.290  0.361
H: -0.589 0.052 1.230  0.358
H: -1.452 -1.199 -0.502  0.188
H: -2.816 -0.748 0.490  0.156
H: -3.280 1.021 -1.102  0.354
H: -2.004 0.564 -2.000  0.365

# 6
ORCA calculation (ωB97M-V/def2-TZVPD) on 2 unconnected molecules or ions with the total composition C3H11N3.

Summary:
2S+1: 2
HOMO energy (alpha / beta): -14.644 / -13.341 eV
Charge: +1
Energy above the lowest of the compared OMol25 structures with the same formula, charge and spin: 261.7 kJ/mol
Max |F|: 0.0492 hartree/bohr
Kohn-Sham gap (alpha / beta): 11.37 / 4.48 eV

Each line ends with the natural charge from an NBO analysis.
Element x y z (Å)
C: 0.580 -2.694 -0.612  -0.452
C: 0.098 -1.286 1.350  -0.034
N: -0.076 -1.644 0.163  -0.302
H: 1.189 -2.169 -1.350  0.229
H: -0.266 -3.204 -1.072  0.248
H: 1.227 -3.360 -0.046  0.220
H: -0.647 -0.633 1.813  0.196
H: 0.931 -1.491 2.031  0.202
N: 0.472 2.574 0.430  -0.749
C: 0.135 1.490 -0.452  -0.118
N: -1.249 1.357 -0.746  -0.577
H: 0.820 3.403 -0.067  0.397
H: -0.384 3.113 0.635  0.379
H: 0.843 1.398 -1.294  0.249
H: 0.578 0.633 0.104  0.311
H: -1.747 1.003 0.072  0.396
H: -1.455 0.681 -1.480  0.406

# 7
ORCA calculation (ωB97M-V/def2-TZVPD) on 2 unconnected molecules or ions with the total composition C3H11N3O.

Summary:
2S+1: 2
HOMO energy (alpha / beta): 0.943 / -5.276 eV
Charge: -1
Energy above the lowest of the compared OMol25 structures with the same formula, charge and spin: 32.7 kJ/mol
Max |F|: 0.0300 hartree/bohr
Kohn-Sham gap (alpha / beta): 2.96 / 9.01 eV

Each line ends with the natural charge from an NBO analysis.
Element x y z (Å)
C: -1.149 2.157 1.117  -0.632
C: -0.695 1.139 0.093  -0.255
N: -1.186 -0.183 0.551  -0.670
C: -0.489 -1.208 -0.106  0.412
N: 0.726 -1.492 0.468  -1.125
N: -0.873 -1.739 -1.200  -0.786
H: -1.290 1.747 2.113  0.216
H: -0.428 2.984 1.164  0.205
H: -2.080 2.658 0.831  0.188
H: 0.382 0.975 0.031  0.224
H: -1.002 1.343 -0.934  0.177
H: -2.189 -0.270 0.458  0.366
H: 0.823 -1.536 1.468  0.361
H: 1.402 -2.051 -0.042  0.253
H: -0.197 -2.412 -1.548  0.320
H: 2.716 0.318 -0.158  0.435
H: 2.727 0.493 -1.731  0.425
O: 2.846 0.944 -0.887  -1.115

# 8
ORCA calculation (ωB97M-V/def2-TZVPD) on 3 unconnected molecules or ions with the total composition C3H11N3O.

Summary:
HOMO energy: -8.350 eV
Energy above the lowest of the compared OMol25 structures with the same formula, charge and spin: 861.9 kJ/mol
Max |F|: 0.0893 hartree/bohr
Kohn-Sham gap: 3.55 eV

Each line ends with the natural charge from an NBO analysis.
Element x y z (Å)
C: 0.751 0.714 -1.285  -0.661
C: -0.534 0.302 -0.575  -0.364
N: -1.186 1.465 -0.009  -0.097
C: -2.510 1.333 0.087  0.158
N: 1.896 -0.699 1.907  -1.104
N: -3.234 0.266 0.272  -0.481
H: 1.280 -0.249 -1.432  0.302
H: 1.457 1.053 -0.518  0.221
H: 0.731 1.394 -2.136  0.220
H: -0.289 -0.606 0.001  0.363
H: -1.124 -0.058 -1.440  0.235
H: 1.347 0.104 2.161  0.355
H: 2.625 -0.980 2.530  0.376
H: 1.598 -1.216 1.060  0.429
H: -3.079 2.223 -0.199  0.220
H: 1.790 -2.678 -0.728  0.448
H: -2.795 -0.487 0.802  0.355
O: 1.276 -1.881 -0.498  -0.974

# 9
ORCA calculation (ωB97M-V/def2-TZVPD) on 2 unconnected molecules or ions with the total composition C3H11N3O.

Summary:
HOMO energy: -8.954 eV
Energy above the lowest of the compared OMol25 structures with the same formula, charge and spin: 104.7 kJ/mol
Max |F|: 0.0345 hartree/bohr
Kohn-Sham gap: 9.38 eV

Each line ends with the natural charge from an NBO analysis.
Element x y z (Å)
C: 1.389 -0.502 1.168  -0.639
C: 1.426 1.019 1.203  -0.209
N: 0.102 1.584 0.819  -0.676
C: -0.383 1.101 -0.434  0.574
N: -1.483 0.272 -0.312  -0.823
N: 0.199 1.407 -1.527  -0.728
H: 0.414 -0.723 1.611  0.203
H: 2.068 -0.898 1.928  0.218
H: 1.601 -0.961 0.211  0.224
H: 1.634 1.455 2.183  0.193
H: 2.205 1.466 0.574  0.183
H: 0.207 2.579 0.728  0.379
H: -1.426 -0.392 0.447  0.383
H: -1.774 -0.224 -1.140  0.388
H: -0.289 0.949 -2.297  0.325
H: -2.456 -2.564 -2.306  0.474
H: -1.618 -3.216 -1.238  0.477
O: -1.816 -2.353 -1.617  -0.947

# 10
ORCA calculation (ωB97M-V/def2-TZVPD) on 3 unconnected molecules or ions with the total composition C3H11N3O.

Summary:
HOMO energy: -7.450 eV
Energy above the lowest of the compared OMol25 structures with the same formula, charge and spin: 543.3 kJ/mol
Max |F|: 0.0599 hartree/bohr
Kohn-Sham gap: 8.25 eV

Each line ends with the natural charge from an NBO analysis.
Element x y z (Å)
C: 0.826 0.007 1.239  -0.095
N: 2.021 0.080 -0.356  -0.399
N: 1.452 0.757 -1.347  -0.616
O: 0.609 1.389 1.395  -0.733
H: -0.299 1.608 1.162  0.468
H: 2.652 0.716 0.136  0.336
H: 1.152 1.705 -1.081  0.315
H: 0.600 0.148 -1.733  0.386
H: 1.702 -0.261 1.826  0.161
H: 0.068 -0.612 1.721  0.166
C: -1.982 -0.114 0.062  -0.693
C: -0.912 -1.077 -0.356  0.172
N: -0.444 -0.979 -1.565  -0.684
H: 0.151 -1.769 -1.807  0.361
H: -0.810 -1.991 0.232  0.173
H: -1.799 0.871 -0.372  0.222
H: -2.950 -0.467 -0.300  0.247
H: -2.036 -0.009 1.146  0.213

# 11
ORCA calculation (ωB97M-V/def2-TZVPD) on a molecular structure, C3H11N3O.

Summary:
HOMO energy (alpha / beta): -6.589 / -6.590 eV
Energy above the lowest of the compared OMol25 structures with the same formula, charge and spin: 856.7 kJ/mol
Max |F|: 0.0704 hartree/bohr
Kohn-Sham gap (alpha / beta): 7.06 / 7.07 eV

Each line ends with the natural charge from an NBO analysis.
Element x y z (Å)
C: -0.898 1.409 -0.043  -0.455
N: -0.146 0.160 -0.050  -0.508
C: 2.242 0.922 0.102  -0.567
C: 3.120 0.023 0.508  -0.489
H: 0.142 -0.163 0.864  0.423
H: 2.443 1.991 0.154  0.157
H: -1.939 1.247 -0.337  0.232
H: -0.427 2.117 -0.719  0.229
H: -0.898 1.825 0.961  0.214
H: 2.897 -1.044 0.510  0.160
H: 4.155 0.256 0.765  0.165
N: -1.193 -1.246 -0.614  0.094
N: -1.566 -1.845 0.571  -0.683
O: -2.421 -0.815 -1.274  -0.615
H: -2.196 -0.847 -2.213  0.481
H: 0.845 0.176 -0.636  0.448
H: -2.329 -1.352 1.036  0.344
H: -1.831 -2.814 0.417  0.372

# 12
ORCA calculation (ωB97M-V/def2-TZVPD) on 2 unconnected molecules or ions with the total composition C3H11N3O.

Summary:
HOMO energy: -8.235 eV
Energy above the lowest of the compared OMol25 structures with the same formula, charge and spin: 147.7 kJ/mol
Max |F|: 0.0569 hartree/bohr
Kohn-Sham gap: 8.97 eV

Each line ends with the natural charge from an NBO analysis.
Element x y z (Å)
C: -1.961 -1.575 -0.670  -0.620
C: -1.325 -0.185 -0.411  -0.208
N: -0.260 -0.486 0.573  -0.644
C: 0.276 0.390 1.491  0.582
N: 0.560 1.618 0.987  -0.831
N: 0.654 0.004 2.698  -0.793
H: -1.290 -2.250 -1.196  0.214
H: -2.191 -2.163 0.209  0.217
H: -2.951 -1.389 -1.178  0.215
H: -2.019 0.538 -0.030  0.194
H: -0.835 0.254 -1.368  0.186
H: -0.005 -1.415 0.769  0.397
H: 0.196 2.044 0.127  0.396
H: 0.721 2.267 1.742  0.379
H: 1.032 0.848 3.264  0.319
H: 3.381 -0.109 -1.986  0.463
H: 3.329 1.169 -2.574  0.459
O: 2.689 0.439 -2.449  -0.922